# 1
{
  "formula": "C23H33ClN4PPtS3",
  "method": "wB97M-V/def2-TZVPD",
  "elements": ["Pt", "S", "C", "C", "N", "C", "S", "C", "N", "C", "N", "C", "C", "N", "C", "S", "H", "H", "H", "H", "H", "H", "H", "H", "Cl", "C", "H", "H", "C", "C", "C", "C", "P", "C", "C", "C", "C", "C", "C", "C", "C", "C", "C", "H", "H", "H", "H", "H", "H", "H", "H", "H", "H", "H", "H", "H", "H", "H", "H", "H", "H", "H", "H", "H", "H", "H"],
  "coordinates": [[0.451, -0.515, -1.178], [2.479, -0.634, -2.309], [2.811, 1.018, -2.764], [4.093, 1.222, -3.377], [5.130, 1.375, -3.856], [1.957, 2.069, -2.581], [0.338, 1.883, -1.933], [2.339, 3.387, -2.987], [2.610, 4.465, -3.297], [-1.572, -0.259, -4.421], [-2.299, 0.834, -3.829], [-2.264, 2.151, -4.455], [-2.742, 3.094, -3.336], [-3.046, 2.166, -2.251], [-2.609, 0.913, -2.531], [-2.453, -0.290, -1.359], [-1.901, -0.400, -5.452], [-1.769, -1.161, -3.849], [-0.498, -0.043, -4.393], [-2.916, 2.172, -5.332], [-1.240, 2.377, -4.761], [-3.627, 3.662, -3.624], [-1.945, 3.775, -3.037], [-2.980, 2.449, -1.288], [1.357, -3.769, -1.790], [0.187, -2.388, -2.013], [-0.778, -2.779, -1.690], [0.196, -2.244, -3.089], [1.086, -3.212, 1.576], [1.567, -1.852, 2.098], [3.012, -1.626, 1.646], [1.512, -1.938, 3.625], [0.472, -0.558, 1.267], [-1.150, -1.005, 2.039], [-1.606, -0.619, 3.301], [-2.829, -1.050, 3.790], [-3.622, -1.902, 3.034], [-3.179, -2.314, 1.788], [-1.962, -1.863, 1.300], [0.924, 1.167, 1.920], [2.093, 1.706, 1.078], [1.366, 1.332, 3.378], [-0.306, 2.049, 1.659], [1.834, -3.969, 1.831], [0.960, -3.221, 0.496], [0.144, -3.500, 2.044], [3.623, -2.469, 1.982], [3.436, -0.720, 2.083], [3.094, -1.550, 0.561], [2.118, -2.797, 3.931], [0.498, -2.116, 3.985], [1.914, -1.065, 4.133], [-1.009, 0.035, 3.916], [-3.161, -0.723, 4.768], [-4.578, -2.240, 3.414], [-3.783, -2.978, 1.182], [-1.618, -2.193, 0.326], [3.014, 1.147, 1.242], [2.271, 2.745, 1.371], [1.871, 1.693, 0.015], [2.319, 0.839, 3.565], [0.647, 0.984, 4.115], [1.524, 2.400, 3.557], [-0.680, 1.909, 0.643], [-0.012, 3.097, 1.765], [-1.116, 1.843, 2.360]],
  "forces_ev_per_angstrom": [[0.2, 0.5, -0.8], [0.1, 0.3, -0.2], [-0.3, 0.1, 0.1], [0.0, 0.1, 0.0], [-0.1, 0.0, 0.0], [0.1, -0.4, -0.2], [0.2, -0.2, 0.4], [0.0, 0.0, 0.0], [0.0, 0.0, 0.0], [0.0, 0.0, 0.0], [0.0, 0.1, 0.0], [0.0, 0.0, 0.0], [0.1, 0.0, 0.0], [-0.1, 0.0, -0.1], [0.2, -0.2, 0.3], [-0.2, 0.2, -0.2], [0.0, 0.0, 0.0], [0.0, 0.0, 0.0], [0.0, -0.1, 0.0], [0.0, 0.0, 0.0], [0.0, 0.0, 0.0], [0.0, 0.0, 0.0], [0.0, 0.0, 0.0], [0.0, 0.0, 0.0], [0.0, 0.0, -0.1], [0.0, -0.2, 0.6], [0.0, 0.0, -0.1], [-0.1, 0.0, 0.0], [0.0, 0.0, 0.0], [0.0, -0.1, -0.1], [0.0, 0.0, 0.0], [0.0, 0.0, 0.0], [-0.5, 0.0, 0.2], [0.1, 0.0, 0.1], [0.0, 0.1, -0.1], [0.0, 0.0, 0.0], [0.0, 0.0, 0.0], [0.0, 0.0, 0.0], [0.1, -0.1, 0.0], [0.0, 0.0, 0.0], [0.0, 0.0, -0.1], [0.0, 0.0, 0.0], [0.0, 0.0, 0.0], [0.0, 0.0, 0.0], [0.0, 0.0, 0.1], [0.0, 0.0, 0.0], [0.0, 0.0, 0.0], [0.0, 0.0, 0.0], [0.0, 0.0, 0.0], [0.0, 0.0, 0.0], [0.0, 0.0, 0.0], [0.0, 0.0, 0.0], [0.0, 0.0, 0.0], [0.0, 0.0, 0.0], [0.0, 0.0, 0.0], [0.0, 0.0, 0.0], [0.0, 0.0, 0.0], [0.0, 0.0, 0.0], [0.0, 0.0, 0.0], [0.0, 0.0, 0.1], [0.0, 0.0, 0.0], [0.0, -0.1, 0.0], [0.0, 0.0, 0.0], [0.0, 0.0, 0.0], [0.0, 0.0, 0.0], [0.0, 0.0, 0.0]],
  "relative_energy_kcal_mol": 24.56,
  "e_lumo_ev": 2.46,
  "multiplicity": 1,
  "charge": -1,
  "homo_lumo_gap_ev": 6.0
}


# 2
{
  "formula": "C23H33FIrN3O4Te",
  "method": "wB97M-V/def2-TZVPD",
  "elements": ["Ir", "F", "C", "C", "C", "C", "O", "C", "C", "N", "C", "C", "C", "C", "C", "C", "N", "C", "C", "N", "C", "C", "C", "O", "O", "H", "H", "H", "H", "H", "H", "H", "H", "H", "H", "H", "H", "H", "H", "H", "H", "H", "H", "C", "Te", "C", "H", "H", "H", "H", "H", "H", "C", "C", "C", "C", "O", "H", "H", "H", "H", "H", "H", "H", "H", "H"],
  "coordinates": [[-0.119, 0.539, -0.016], [6.273, 0.058, -2.339], [5.937, 0.209, -1.042], [4.611, 0.249, -0.739], [4.188, 0.322, 0.593], [2.774, 0.341, 0.916], [1.942, 0.409, -0.035], [2.447, 0.243, 2.277], [3.450, 0.255, 3.213], [4.753, 0.362, 2.927], [5.720, 0.463, 4.008], [5.395, 1.350, 5.167], [6.444, 1.768, 4.186], [5.162, 0.348, 1.599], [6.519, 0.356, 1.258], [6.947, 0.293, -0.059], [8.316, 0.361, -0.365], [8.785, 0.485, -1.751], [10.296, 0.744, -1.755], [10.648, 1.498, -0.510], [10.487, 0.625, 0.705], [9.297, -0.312, 0.476], [1.050, 0.118, 2.826], [0.914, -0.273, 3.960], [0.053, 0.513, 2.076], [3.879, 0.188, -1.532], [3.180, 0.160, 4.256], [6.255, -0.461, 4.191], [5.703, 1.026, 6.150], [4.449, 1.873, 5.155], [7.477, 1.743, 4.502], [6.207, 2.570, 3.499], [7.242, 0.419, 2.057], [8.268, 1.322, -2.217], [8.589, -0.408, -2.348], [10.572, 1.331, -2.628], [10.877, -0.175, -1.766], [9.997, 2.281, -0.434], [11.594, 1.879, -0.559], [10.336, 1.273, 1.565], [11.400, 0.051, 0.854], [8.873, -0.595, 1.432], [9.633, -1.234, -0.011], [0.029, 4.569, -0.533], [-0.326, 3.076, 0.945], [-2.432, 3.060, 0.682], [-0.482, 4.321, -1.459], [1.101, 4.632, -0.701], [-0.335, 5.519, -0.147], [-2.855, 3.911, 1.211], [-2.796, 2.127, 1.104], [-2.657, 3.111, -0.380], [-2.031, -2.210, -1.535], [-2.427, -1.426, -0.285], [-3.940, -1.280, -0.210], [-1.901, -2.143, 0.960], [-1.845, -0.118, -0.345], [-2.380, -3.238, -1.453], [-0.943, -2.205, -1.641], [-2.467, -1.751, -2.423], [-4.410, -2.262, -0.219], [-4.305, -0.704, -1.061], [-4.225, -0.764, 0.708], [-2.313, -3.149, 1.017], [-2.177, -1.592, 1.859], [-0.808, -2.210, 0.918]],
  "forces_ev_per_angstrom": [[0.0, 0.4, 3.6], [0.0, 0.0, 0.0], [0.0, 0.0, -0.1], [0.0, 0.0, 0.1], [0.1, -0.1, -0.1], [-0.1, 0.1, -0.2], [0.6, 0.8, -0.6], [-0.2, 0.1, 0.3], [0.0, -0.1, 0.0], [-0.1, 0.1, 0.1], [0.1, 0.0, 0.0], [-0.1, 0.0, 0.1], [0.1, 0.1, 0.0], [0.0, 0.0, -0.1], [0.1, 0.0, 0.1], [-0.1, 0.1, 0.1], [0.1, 0.0, -0.1], [-0.1, 0.0, 0.1], [-0.2, -0.1, -0.2], [0.0, 0.0, 0.0], [-0.1, -0.3, 0.3], [0.0, 0.0, -0.2], [0.6, -0.1, 0.0], [-0.3, 0.1, 0.0], [-0.5, -0.4, -1.4], [0.0, 0.0, 0.0], [0.0, 0.1, 0.0], [0.0, 0.0, 0.0], [0.0, -0.1, 0.0], [0.0, 0.0, 0.0], [0.0, -0.1, 0.0], [-0.1, 0.0, 0.0], [0.0, 0.1, 0.0], [0.0, 0.0, 0.0], [0.1, 0.0, 0.0], [0.1, 0.1, 0.1], [0.1, 0.0, 0.1], [0.1, 0.1, 0.1], [0.0, 0.0, 0.0], [0.0, 0.1, -0.1], [0.1, 0.1, -0.1], [0.0, 0.0, 0.0], [0.0, 0.0, 0.1], [0.1, -0.3, -0.2], [0.0, -1.3, -0.9], [0.0, 0.1, 0.2], [0.0, 0.0, 0.0], [0.0, 0.0, 0.0], [0.0, -0.1, 0.1], [0.0, 0.0, 0.0], [0.0, 0.0, 0.0], [0.1, 0.0, 0.0], [0.1, 0.4, 0.0], [-0.1, -0.8, 0.5], [0.1, 0.3, 0.0], [0.0, 0.3, -0.1], [-0.4, 0.9, -1.3], [0.0, 0.0, -0.1], [0.0, -0.1, 0.0], [0.0, 0.0, 0.0], [0.0, 0.0, 0.0], [0.0, 0.0, 0.0], [0.0, 0.0, 0.0], [0.0, 0.0, 0.0], [0.0, 0.0, 0.0], [0.0, -0.1, 0.0]],
  "relative_energy_kcal_mol": 40.78,
  "e_lumo_ev": [-6.27, -6.29],
  "multiplicity": 1,
  "charge": 2,
  "homo_lumo_gap_ev": [6.5, 6.5]
}


# 3
{
  "formula": "C23H33N2O2P",
  "method": "wB97M-V/def2-TZVPD",
  "elements": ["C", "C", "N", "C", "C", "C", "C", "C", "O", "N", "C", "C", "C", "C", "P", "O", "C", "C", "C", "C", "C", "C", "C", "C", "C", "C", "C", "C", "H", "H", "H", "H", "H", "H", "H", "H", "H", "H", "H", "H", "H", "H", "H", "H", "H", "H", "H", "H", "H", "H", "H", "H", "H", "H", "H", "H", "H", "H", "H", "H", "H"],
  "coordinates": [[-3.689, -1.835, -2.424], [-3.151, -0.592, -1.708], [-2.100, -0.772, -0.716], [-2.548, -1.156, 0.614], [-3.252, -2.509, 0.759], [-0.933, -1.502, -1.177], [0.315, -0.680, -0.815], [1.016, -1.098, 0.450], [0.455, -1.069, 1.535], [2.304, -1.509, 0.358], [3.066, -1.717, -0.856], [3.798, -0.458, -1.318], [2.996, -1.818, 1.600], [2.878, -3.294, 1.968], [-0.347, 1.067, -0.859], [-0.805, 1.361, -2.221], [-1.452, 1.687, 0.446], [-1.283, 1.506, 1.811], [-2.166, 2.102, 2.694], [-3.211, 2.882, 2.226], [-3.380, 3.062, 0.863], [-2.501, 2.467, -0.024], [1.200, 2.002, -0.506], [1.660, 2.835, -1.518], [2.826, 3.562, -1.357], [3.541, 3.463, -0.175], [3.082, 2.642, 0.842], [1.916, 1.916, 0.682], [-4.186, -2.522, -1.746], [-4.411, -1.516, -3.173], [-2.894, -2.373, -2.934], [-2.748, 0.086, -2.465], [-3.974, -0.079, -1.204], [-3.220, -0.371, 0.974], [-1.662, -1.156, 1.252], [-4.269, -2.473, 0.376], [-2.709, -3.298, 0.244], [-3.301, -2.767, 1.814], [-0.974, -1.579, -2.264], [-0.872, -2.515, -0.759], [1.007, -0.656, -1.660], [2.417, -2.092, -1.650], [3.800, -2.501, -0.645], [4.434, -0.075, -0.523], [3.097, 0.327, -1.592], [4.419, -0.688, -2.180], [2.543, -1.215, 2.390], [4.044, -1.529, 1.491], [1.832, -3.552, 2.109], [3.414, -3.489, 2.893], [3.292, -3.927, 1.186], [-0.495, 0.875, 2.186], [-2.038, 1.955, 3.757], [-3.894, 3.346, 2.922], [-4.195, 3.667, 0.492], [-2.615, 2.594, -1.090], [1.088, 2.894, -2.432], [3.178, 4.205, -2.151], [4.453, 4.028, -0.044], [3.636, 2.569, 1.767], [1.568, 1.280, 1.480]],
  "forces_ev_per_angstrom": [[0.0, 0.1, 0.2], [-0.1, 0.0, -0.3], [-0.5, -0.7, -0.1], [-0.1, -0.1, 0.2], [0.1, 0.3, -0.1], [0.1, 0.0, 0.0], [-0.3, 0.5, -0.1], [0.4, -0.2, -0.4], [-0.3, 0.1, 0.5], [0.0, 0.0, 0.2], [0.2, 0.3, -0.4], [-0.1, -0.3, 0.0], [-0.1, -0.1, 0.3], [0.0, 0.3, -0.1], [1.3, 0.0, 1.5], [-0.5, 0.3, -1.1], [0.3, -0.1, -0.3], [0.0, 0.0, 0.0], [0.0, 0.0, 0.1], [-0.1, 0.0, 0.0], [-0.1, 0.0, 0.1], [0.0, 0.0, -0.2], [-0.4, -0.1, -0.2], [-0.1, 0.0, -0.1], [0.1, 0.1, 0.0], [0.1, 0.0, 0.0], [0.1, 0.0, 0.1], [0.0, 0.0, 0.0], [-0.1, -0.1, 0.0], [-0.1, 0.0, -0.1], [0.1, -0.1, -0.1], [-0.1, 0.1, 0.1], [0.0, 0.1, 0.0], [0.1, 0.0, 0.0], [-0.2, 0.1, 0.0], [-0.1, -0.1, 0.0], [0.0, -0.1, 0.0], [0.0, -0.1, 0.1], [0.0, -0.1, 0.1], [0.0, 0.0, -0.1], [-0.1, 0.1, 0.1], [0.1, -0.1, 0.1], [-0.1, 0.0, 0.0], [0.1, 0.1, 0.1], [0.0, 0.1, 0.0], [0.1, 0.0, -0.1], [0.2, 0.0, -0.1], [0.0, 0.0, 0.0], [-0.1, 0.0, 0.0], [0.1, -0.1, 0.1], [0.1, -0.1, 0.0], [0.1, 0.0, 0.0], [0.0, 0.0, 0.1], [0.0, 0.0, 0.1], [0.0, 0.0, 0.0], [0.0, 0.0, -0.1], [0.0, 0.0, -0.1], [0.0, 0.0, -0.1], [0.1, 0.0, 0.0], [0.0, 0.0, 0.1], [0.0, -0.1, 0.2]],
  "smiles": "CCN(CC)C[C@H](C(=O)N(CC)CC)P(=O)(c1ccccc1)c1ccccc1",
  "e_lumo_ev": 0.75,
  "multiplicity": 1,
  "homo_lumo_gap_ev": 9.0
}